Formula: C49H41N5O2P2SSm
Source: the Open Molecules 2025 dataset
Level of theory: wB97M-V/def2-TZVPD

**Total energy**: -4054.72208 hartree
**HOMO-LUMO gap (alpha / beta)**: 5.72 / 5.77 eV

The geometry in ORCA input format:
```
! wB97M-V def2-TZVPD RIJCOSX def2/J DEFGRID3
* xyz 1 6
Sm 0.994 1.688 2.071
O -0.634 0.716 3.071
C -0.519 -0.127 2.061
N 0.718 -0.607 1.781
C 1.496 -1.017 2.946
C 1.127 -2.219 3.549
C 1.868 -2.770 4.578
C 3.011 -2.119 5.021
C 3.380 -0.904 4.465
C 2.614 -0.325 3.451
N 2.871 0.964 2.910
C 4.073 1.593 2.882
O 5.107 1.293 3.432
C 4.064 2.799 1.935
C 5.292 3.260 1.510
C 5.335 4.246 0.540
C 4.141 4.745 0.038
C 2.959 4.239 0.532
N 2.902 3.282 1.460
C -1.622 -0.329 1.210
C -2.921 -0.335 1.796
C -4.041 -0.599 1.095
C -3.877 -0.799 -0.324
C -2.668 -0.853 -0.891
N -1.450 -0.836 -0.130
H 0.253 -2.734 3.163
H 1.556 -3.708 5.028
H 3.618 -2.553 5.811
H 4.254 -0.377 4.817
H 6.178 2.816 1.944
H 6.287 4.620 0.174
H 4.120 5.517 -0.721
H 2.016 4.612 0.158
H -2.962 -0.095 2.851
H -5.020 -0.644 1.567
H -4.741 -0.904 -0.979
H -2.527 -1.026 -1.948
C -0.300 -0.257 -0.912
C 0.029 1.250 -0.909
P -0.992 2.826 -0.983
C -1.551 3.029 0.752
C -0.688 3.772 1.572
C -0.978 3.988 2.916
C -2.173 3.522 3.439
C -3.073 2.866 2.612
C -2.762 2.612 1.284
C -2.470 2.408 -1.960
C -3.674 3.094 -1.784
C -4.750 2.868 -2.637
C -4.628 1.977 -3.696
C -3.418 1.327 -3.912
C -2.346 1.549 -3.054
P -0.733 -2.991 0.138
C -2.420 -3.578 0.377
C -2.686 -4.024 1.684
C -3.957 -4.433 2.062
C -4.997 -4.392 1.137
C -4.762 -3.946 -0.159
C -3.489 -3.537 -0.535
C -0.196 -3.450 -1.541
C 1.077 -2.960 -1.893
C 1.661 -3.277 -3.112
C 1.001 -4.121 -3.999
C -0.225 -4.668 -3.642
C -0.816 -4.343 -2.426
H 0.601 -0.709 -0.543
H -0.441 -0.579 -1.935
H 0.674 1.342 -1.771
H 0.708 1.460 -0.106
H 0.142 4.295 1.115
H -0.321 4.596 3.524
H -2.421 3.710 4.477
H -4.027 2.533 3.009
H -3.471 2.085 0.661
H -3.779 3.814 -0.977
H -5.682 3.404 -2.481
H -5.467 1.805 -4.363
H -3.306 0.650 -4.755
H -1.399 1.049 -3.253
H -1.874 -4.061 2.406
H -4.138 -4.782 3.075
H -5.993 -4.710 1.428
H -5.575 -3.911 -0.877
H -3.335 -3.178 -1.541
H 1.631 -2.341 -1.186
H 2.644 -2.885 -3.359
H 1.455 -4.379 -4.949
H -0.722 -5.366 -4.309
H -1.740 -4.826 -2.155
S 3.237 0.368 -0.072
C 3.899 0.319 -1.619
N 3.528 1.184 -2.607
C 3.985 1.166 -3.897
C 4.897 0.254 -4.278
C 5.371 -0.653 -3.296
C 4.898 -0.623 -2.018
H 2.880 1.899 -2.332
H 3.575 1.915 -4.559
H 5.255 0.232 -5.299
H 6.128 -1.382 -3.568
H 5.251 -1.311 -1.259
*
```


Formula: C49H41N5PPdS3Se2
Source: the Open Molecules 2025 dataset
Level of theory: wB97M-V/def2-TZVPD

**Total energy**: -8631.89576 hartree
**ΔE to the lowest compared entry with this formula, charge and spin**: 0.0 kJ/mol
**HOMO-LUMO gap**: 7.43 eV

The geometry in ORCA input format:
```
! wB97M-V def2-TZVPD RIJCOSX def2/J DEFGRID3
* xyz 1 1
Pd 0.984 0.660 0.812
Se -2.697 0.882 -0.465
P -2.491 0.342 1.569
Se -0.594 -0.677 2.103
C -2.640 1.797 2.670
C -3.097 3.007 2.161
C -3.142 4.132 2.975
C -2.739 4.049 4.302
C -2.306 2.832 4.820
C -2.256 1.711 4.007
C -3.775 -0.805 2.154
C -3.622 -1.507 3.349
C -4.639 -2.330 3.804
C -5.812 -2.456 3.071
C -5.966 -1.759 1.883
C -4.950 -0.934 1.422
H -3.389 3.067 1.120
H -3.494 5.073 2.573
H -2.775 4.925 4.936
H -2.003 2.761 5.857
H -1.883 0.775 4.403
H -2.708 -1.420 3.922
H -4.515 -2.875 4.730
H -6.605 -3.100 3.428
H -6.878 -1.858 1.309
H -5.058 -0.394 0.489
N 1.645 -1.007 -0.126
S 1.781 -2.109 -1.047
N 3.093 -2.084 -2.055
S 4.219 -1.117 -1.590
N 4.147 0.406 -1.778
S 2.918 1.466 -1.544
N 2.367 1.794 -0.226
C 1.755 0.982 -2.815
C 2.181 0.432 -4.020
C 1.239 0.126 -4.985
C -0.110 0.362 -4.742
C -0.520 0.910 -3.538
C 0.417 1.234 -2.566
C 3.729 2.893 -2.234
C 4.668 2.792 -3.251
C 5.213 3.953 -3.775
C 4.825 5.191 -3.281
C 3.889 5.276 -2.261
C 3.330 4.121 -1.732
C 5.599 -1.598 -2.583
C 6.705 -0.757 -2.590
C 7.814 -1.132 -3.330
C 7.806 -2.326 -4.041
C 6.692 -3.152 -4.019
C 5.573 -2.794 -3.280
C 4.716 -1.472 0.077
C 4.653 -0.477 1.037
C 5.000 -0.803 2.340
C 5.406 -2.092 2.654
C 5.469 -3.074 1.672
C 5.118 -2.769 0.368
C 1.985 -3.692 -0.250
C 1.792 -3.722 1.119
C 1.976 -4.922 1.795
C 2.343 -6.062 1.097
C 2.525 -6.017 -0.282
C 2.343 -4.827 -0.966
C 0.474 -2.397 -2.208
C 0.682 -2.936 -3.472
C -0.420 -3.174 -4.277
C -1.698 -2.871 -3.820
C -1.884 -2.314 -2.564
C -0.793 -2.078 -1.742
H 3.230 0.237 -4.198
H 1.555 -0.303 -5.927
H -0.843 0.110 -5.497
H -1.570 1.081 -3.340
H 0.103 1.657 -1.620
H 4.977 1.824 -3.619
H 5.947 3.889 -4.567
H 5.256 6.094 -3.692
H 3.592 6.241 -1.873
H 2.606 4.157 -0.929
H 6.692 0.170 -2.033
H 8.685 -0.492 -3.350
H 8.675 -2.612 -4.618
H 6.690 -4.078 -4.577
H 4.692 -3.419 -3.252
H 4.311 0.517 0.780
H 4.949 -0.045 3.110
H 5.679 -2.336 3.672
H 5.785 -4.078 1.922
H 5.148 -3.528 -0.403
H 1.513 -2.813 1.636
H 1.831 -4.961 2.866
H 2.484 -6.995 1.625
H 2.805 -6.912 -0.822
H 2.482 -4.782 -2.039
H 1.684 -3.138 -3.825
H -0.280 -3.590 -5.266
H -2.552 -3.061 -4.457
H -2.873 -2.048 -2.215
H -0.923 -1.626 -0.765
N 0.119 3.167 2.338
C 0.431 2.222 1.757
H -0.389 3.838 2.887
*
```


Formula: C49H42BrN13O5SY
Source: the Open Molecules 2025 dataset
Level of theory: wB97M-V/def2-TZVPD

**Total energy**: -5990.98759 hartree
**ΔE to the lowest compared entry with this formula, charge and spin**: 0.0 kJ/mol
**HOMO-LUMO gap**: 6.59 eV

The geometry in ORCA input format:
```
! wB97M-V def2-TZVPD RIJCOSX def2/J DEFGRID3
* xyz 1 1
Y -0.673 0.559 -0.159
O -3.107 -0.675 -3.884
C -2.265 -0.053 -3.213
N -2.486 0.336 -1.882
C -3.813 0.301 -1.505
O -4.793 0.284 -2.268
C -4.089 0.454 -0.095
C -5.415 0.233 0.318
C -5.791 0.530 1.616
C -4.829 1.086 2.483
C -3.560 1.298 1.990
N -3.209 1.032 0.751
C -1.050 0.305 -3.928
C -1.046 0.213 -5.348
C 0.046 0.581 -6.064
C 1.199 0.960 -5.363
C 1.170 0.915 -3.968
N 0.057 0.639 -3.278
H -6.101 -0.203 -0.408
H -6.770 0.286 1.977
H -5.065 1.332 3.501
H -2.787 1.645 2.694
H -1.915 -0.222 -5.773
H 0.034 0.558 -7.142
H 2.112 1.289 -5.879
H 2.051 1.234 -3.424
C -3.547 6.240 -1.100
C -3.911 4.878 -1.290
C -2.970 3.876 -1.185
C -1.613 4.227 -0.929
C -1.264 5.573 -0.690
C -2.250 6.575 -0.798
N -0.619 3.264 -0.999
N 0.555 3.772 -1.156
C 1.674 3.021 -1.144
C 2.861 3.624 -1.647
C 4.059 3.046 -1.305
C 4.084 1.909 -0.516
C 2.867 1.418 -0.093
N 1.676 1.810 -0.545
H -4.314 7.002 -1.130
H -4.960 4.642 -1.411
H -3.246 2.838 -1.308
H -0.224 5.787 -0.505
H -2.014 7.620 -0.654
H 2.849 4.583 -2.177
H 4.982 3.437 -1.691
H 5.043 1.498 -0.259
H 2.802 0.628 0.664
C -1.350 4.272 3.218
N 0.019 3.706 3.259
C 0.846 4.227 4.240
C 2.042 3.652 4.468
C 2.453 2.574 3.606
N 1.669 2.085 2.608
C 0.440 2.622 2.407
O -0.409 2.182 1.583
N 3.638 2.000 3.903
H -1.321 5.243 2.752
H -1.770 4.295 4.249
H -1.985 3.593 2.588
H 0.417 5.054 4.824
H 2.649 3.958 5.318
H 4.267 2.526 4.495
H 4.038 1.323 3.257
N 1.064 -1.171 -0.841
S 0.685 -2.529 -1.674
C 1.758 -2.899 -3.092
C 3.135 -3.097 -3.045
C 3.836 -3.495 -4.178
C 3.125 -3.826 -5.339
C 1.769 -3.562 -5.445
C 1.064 -3.176 -4.291
C 0.881 -4.046 -0.742
C 1.709 -4.227 0.353
C 1.616 -5.416 1.105
C 0.783 -6.433 0.689
C 0.104 -6.324 -0.521
C 0.202 -5.169 -1.278
H 1.563 -1.515 0.016
H 3.656 -2.866 -2.110
H 4.928 -3.616 -4.148
H 3.639 -4.214 -6.215
H 1.269 -3.686 -6.404
H -0.004 -2.999 -4.315
H 2.433 -3.459 0.612
H 2.081 -5.482 2.093
H 0.729 -7.334 1.272
H -0.576 -7.098 -0.800
H -0.300 -5.081 -2.248
Br -3.696 -6.168 1.675
C -2.912 -4.645 2.530
C -2.809 -4.629 3.912
N -2.120 -3.655 4.522
C -1.710 -2.595 3.822
C -1.780 -2.551 2.420
C -2.442 -3.597 1.776
C -1.264 -1.427 1.546
O -1.734 -1.313 0.381
O -0.399 -0.594 1.931
H -3.153 -5.449 4.504
H -1.276 -1.800 4.412
H -2.581 -3.637 0.723
N 2.330 -1.088 3.078
C 3.024 -1.411 4.218
C 4.221 -1.998 3.820
C 4.174 -2.030 2.399
N 3.030 -1.441 1.930
H 1.372 -0.718 2.911
H 2.604 -1.171 5.210
H 4.973 -2.441 4.434
H 4.931 -2.419 1.734
*
```


Formula: C49H42CdN5PS2Sb
Source: the Open Molecules 2025 dataset
Level of theory: wB97M-V/def2-TZVPD

**Total energy**: -3711.70383 hartree
**ΔE to the lowest compared entry with this formula, charge and spin**: 183.4 kJ/mol
**HOMO-LUMO gap**: 7.95 eV

The geometry in ORCA input format:
```
! wB97M-V def2-TZVPD RIJCOSX def2/J DEFGRID3
* xyz 1 1
Cd -0.368 0.223 0.607
N -2.425 2.717 3.763
C -1.814 2.247 2.641
S -2.334 0.677 2.106
N -0.912 3.038 2.123
N -0.241 2.532 1.053
C 0.405 3.359 0.311
C 0.411 4.829 0.537
C 0.963 5.364 1.696
C 0.979 6.736 1.887
C 0.429 7.580 0.931
C -0.135 7.049 -0.219
C -0.139 5.676 -0.419
C 1.156 2.818 -0.835
C 1.987 3.541 -1.591
C 2.701 2.928 -2.744
C 2.272 1.001 -3.753
C 1.359 0.181 -2.812
N 0.996 1.426 -1.110
H -3.288 2.287 4.044
H -2.293 3.694 3.967
H 1.367 4.698 2.444
H 1.414 7.149 2.787
H 0.436 8.650 1.087
H -0.573 7.703 -0.961
H -0.573 5.257 -1.319
H 2.148 4.584 -1.358
H 3.522 3.564 -3.070
H 2.674 0.465 -4.607
H 1.204 -0.869 -3.052
N -0.919 0.087 -1.742
C 0.133 0.951 -2.270
C -0.421 2.032 -3.139
C 0.369 2.729 -3.945
C 1.832 2.468 -3.996
C 3.129 1.454 -2.545
C 2.191 0.677 -1.596
P 2.776 -0.344 -0.176
C 4.301 -1.095 -0.830
C 4.194 -1.845 -2.004
C 5.295 -2.507 -2.523
C 6.515 -2.448 -1.861
C 6.624 -1.724 -0.683
C 5.525 -1.047 -0.170
C 3.344 1.012 0.909
C 2.678 1.194 2.115
C 2.998 2.250 2.962
C 4.005 3.129 2.604
C 4.686 2.959 1.401
C 4.357 1.912 0.560
H -1.850 0.417 -1.973
H -0.831 -0.871 -2.062
H -1.485 2.233 -3.089
H -0.050 3.510 -4.567
H 2.268 2.869 -4.909
H 4.190 1.237 -2.456
H 3.242 -1.916 -2.518
H 5.200 -3.074 -3.440
H 7.375 -2.968 -2.261
H 7.571 -1.679 -0.162
H 5.626 -0.482 0.747
H 1.902 0.499 2.416
H 2.460 2.370 3.892
H 4.266 3.952 3.257
H 5.472 3.649 1.125
H 4.900 1.783 -0.368
S -0.495 -2.395 0.654
Sb 0.552 -3.117 2.551
C -0.713 -4.416 3.595
C -1.668 -5.158 2.911
C -2.475 -6.040 3.614
C -2.325 -6.177 4.987
C -1.375 -5.430 5.668
C -0.564 -4.544 4.973
C 1.069 -1.646 3.958
C 2.388 -1.530 4.392
C 2.717 -0.570 5.336
C 1.736 0.278 5.833
C 0.426 0.174 5.386
C 0.085 -0.797 4.455
C 2.343 -4.114 2.109
C 3.012 -4.814 3.109
C 4.220 -5.429 2.821
C 4.755 -5.342 1.542
C 4.082 -4.651 0.545
C 2.868 -4.039 0.825
H -1.795 -5.038 1.842
H -3.224 -6.618 3.090
H -2.957 -6.866 5.531
H -1.266 -5.532 6.739
H 0.165 -3.947 5.508
H 3.161 -2.174 3.989
H 3.740 -0.478 5.675
H 1.996 1.031 6.566
H -0.333 0.850 5.757
H -0.937 -0.866 4.105
H 2.598 -4.889 4.108
H 4.743 -5.978 3.592
H 5.700 -5.820 1.322
H 4.502 -4.581 -0.449
H 2.332 -3.501 0.052
*
```